Entry 1:
This record from the Open Molecules 2025 dataset describes a 6-piece molecular cluster, C48H53F10N7O8P2 overall. The level of theory is ωB97M-V/def2-TZVPD.

Summary:
- E_HOMO: -8.1 eV
- Spin multiplicity: 1
- SMILES: COCC1=C(C(F)(F)C(F)(F)C(F)(F)F)C(=O)c2c(C[C@H](O)C(F)(F)F)c(C[C@@H](C)OCc3ccccc3)c(P(=N)(O)O)c(P(N)O)c2C1=O.c1cc[nH]c1.c1cc[nH]c1.c1cc[nH]c1.c1cc[nH]c1.c1cc[nH]c1
- HOMO-LUMO gap: 6.692 eV

CARTESIAN COORDINATES (ANGSTROEM)
C: -6.499 -2.096 -3.351
O: -5.414 -1.863 -4.242
C: -4.146 -1.799 -3.666
C: -3.645 -0.392 -3.392
C: -2.372 -0.001 -3.464
C: -1.235 -0.913 -3.856
F: -1.433 -1.491 -5.054
F: -0.083 -0.208 -3.960
C: -0.926 -2.024 -2.810
F: -1.247 -1.610 -1.570
F: -1.627 -3.130 -3.080
C: 0.575 -2.453 -2.779
F: 1.344 -1.609 -2.131
F: 0.628 -3.620 -2.121
F: 1.036 -2.676 -4.002
C: -2.110 1.453 -3.142
O: -1.445 2.122 -3.877
C: -2.868 1.971 -1.945
C: -2.343 2.833 -0.976
C: -0.870 3.180 -1.079
C: 0.128 2.150 -0.518
O: 0.262 1.025 -1.355
C: -0.052 1.655 0.942
F: -1.275 1.813 1.453
F: 0.803 2.322 1.748
F: 0.252 0.364 1.060
C: -3.168 3.351 0.047
C: -2.737 4.370 1.104
C: -1.307 4.801 1.413
C: -0.997 6.154 0.729
O: -1.315 4.983 2.832
C: -0.082 5.431 3.374
C: 0.134 4.726 4.689
C: -0.856 4.817 5.667
C: -0.701 4.138 6.865
C: 0.444 3.378 7.090
C: 1.446 3.291 6.126
C: 1.278 3.966 4.920
C: -4.525 2.910 0.117
P: -5.561 3.513 1.508
N: -5.159 2.799 2.832
O: -7.107 3.333 1.212
O: -5.439 5.100 1.654
C: -5.025 1.981 -0.832
P: -6.723 1.158 -0.886
N: -7.051 0.714 0.772
O: -7.756 2.394 -1.206
C: -4.197 1.552 -1.874
C: -4.654 0.642 -2.984
O: -5.689 0.771 -3.556
H: -6.188 -2.110 -2.309
H: -6.999 -3.018 -3.643
H: -7.211 -1.281 -3.457
H: -3.469 -2.330 -4.326
H: -4.097 -2.330 -2.708
H: -0.647 3.198 -2.142
H: -0.636 4.187 -0.777
H: 1.104 2.626 -0.547
H: -0.539 0.498 -1.246
H: -3.146 4.032 2.051
H: -3.280 5.284 0.890
H: -0.511 4.105 1.209
H: -1.408 6.970 1.311
H: -1.443 6.142 -0.265
H: 0.071 6.273 0.558
H: 0.765 5.250 2.712
H: -0.151 6.502 3.582
H: -1.763 5.376 5.497
H: -1.468 4.135 7.623
H: 0.553 2.846 8.024
H: 2.322 2.686 6.301
H: 2.032 3.903 4.146
H: -4.408 2.138 2.671
H: -7.524 3.039 2.035
H: -5.853 5.555 0.906
H: -7.224 -0.284 0.709
H: -6.187 0.790 1.310
H: -8.396 2.423 -0.483
N: 3.766 -1.326 -4.925
C: 5.011 -1.884 -4.821
C: 5.811 -1.309 -5.771
C: 5.017 -0.363 -6.475
C: 3.761 -0.396 -5.928
H: 2.978 -1.565 -4.354
H: 5.217 -2.640 -4.082
H: 6.850 -1.540 -5.943
H: 5.332 0.269 -7.288
H: 2.870 0.158 -6.165
N: -4.392 4.188 8.201
C: -4.477 4.607 6.898
C: -5.346 3.776 6.246
C: -5.806 2.820 7.192
C: -5.202 3.102 8.388
H: -3.824 4.613 8.909
H: -3.910 5.456 6.558
H: -5.620 3.841 5.205
H: -6.501 2.017 7.013
H: -5.278 2.625 9.350
N: 5.131 -6.192 -1.334
C: 6.378 -6.752 -1.226
C: 7.177 -6.181 -2.178
C: 6.384 -5.237 -2.885
C: 5.128 -5.266 -2.340
H: 4.337 -6.416 -0.763
H: 6.591 -7.504 -0.485
H: 8.214 -6.412 -2.348
H: 6.701 -4.609 -3.701
H: 4.237 -4.711 -2.579
N: 3.730 -8.698 0.721
C: 3.926 -9.491 1.819
C: 2.710 -9.994 2.194
C: 1.742 -9.488 1.284
C: 2.402 -8.695 0.385
H: 4.454 -8.204 0.237
H: 4.909 -9.627 2.237
H: 2.532 -10.653 3.027
H: 0.684 -9.687 1.288
H: 2.043 -8.133 -0.461
N: 9.531 -1.813 -2.019
C: 9.028 -3.018 -2.426
C: 10.056 -3.734 -2.979
C: 11.226 -2.930 -2.897
C: 10.870 -1.752 -2.299
H: 8.999 -1.084 -1.582
H: 7.990 -3.259 -2.289
H: 9.981 -4.725 -3.396
H: 12.215 -3.188 -3.239
H: 11.449 -0.880 -2.050

Atoms 1-3, force components in eV/Å:
C -0.234 0.447 -0.419
O 0.049 -0.203 0.253
C -0.018 -0.064 -0.088

Mulliken population analysis, charges in e, atoms 1 to 8: -0.713 -0.442 -0.892 1.818 0.117 0.392 -0.307 -0.301

---

Entry 2:
This record from the Open Molecules 2025 dataset describes C48H53GeIN6O3SV as an isolated structure. The level of theory is ωB97M-V/def2-TZVPD.

Summary:
- E_HOMO (alpha / beta): -13.0 / -13.0 eV
- Relative energy (zero: lowest compared OMol25 entry of this formula, charge and spin): 0.0 kcal/mol
- Charge: +2
- Spin multiplicity: 2
- HOMO-LUMO gap (alpha / beta): 6.420 / 6.537 eV

CARTESIAN COORDINATES (ANGSTROEM)
V: 0.377 0.986 0.689
C: 0.301 2.435 -3.115
C: 1.550 1.668 -2.828
N: 2.559 1.923 -3.627
C: 3.674 1.225 -3.585
C: 3.814 0.090 -2.798
C: 5.082 -0.736 -2.889
O: 4.861 -2.096 -3.157
C: 2.761 -0.226 -1.923
C: 2.715 -1.509 -1.251
N: 1.685 -1.874 -0.595
C: 1.540 -3.169 -0.137
C: 2.572 -3.925 0.421
C: 2.336 -5.215 0.855
C: 1.072 -5.772 0.746
C: 0.034 -5.037 0.193
C: 0.270 -3.743 -0.224
I: -1.278 -2.615 -1.124
C: 1.651 0.663 -1.824
O: 0.830 0.587 -0.817
H: 0.566 3.398 -3.543
H: -0.316 2.574 -2.231
H: -0.276 1.884 -3.860
H: 4.460 1.556 -4.249
H: 5.596 -0.702 -1.922
H: 5.741 -0.288 -3.638
H: 4.649 -2.219 -4.087
H: 3.531 -2.198 -1.470
H: 3.558 -3.492 0.501
H: 3.153 -5.792 1.259
H: 0.888 -6.778 1.088
H: -0.946 -5.474 0.084
C: -6.095 1.603 1.832
C: -5.187 0.445 1.440
N: -4.335 0.832 0.333
C: -3.022 0.668 0.290
S: -2.107 1.268 -1.083
N: -2.450 -0.002 1.248
N: -1.158 -0.172 1.384
C: -0.781 -1.125 2.190
C: -1.756 -2.006 2.894
C: 0.640 -1.284 2.364
C: 1.204 -2.301 3.143
C: 2.574 -2.365 3.289
C: 3.357 -1.422 2.634
C: 2.732 -0.460 1.858
N: 1.415 -0.382 1.734
H: -6.722 1.305 2.666
H: -6.747 1.873 1.006
H: -5.513 2.473 2.127
H: -5.779 -0.425 1.137
H: -4.543 0.157 2.270
H: -4.811 1.192 -0.487
H: -2.751 -1.584 2.792
H: -1.499 -2.096 3.946
H: -1.764 -3.004 2.457
H: 0.569 -3.020 3.628
H: 3.029 -3.127 3.902
H: 4.430 -1.428 2.725
H: 3.324 0.280 1.332
Ge: -3.246 3.162 -1.881
C: -2.395 4.564 -0.773
C: -2.263 4.263 0.580
C: -1.716 5.181 1.455
C: -1.287 6.411 0.983
C: -1.429 6.722 -0.359
C: -1.980 5.804 -1.239
C: -3.274 2.904 -3.836
C: -2.896 3.904 -4.722
C: -2.997 3.691 -6.087
C: -3.457 2.476 -6.569
C: -3.830 1.476 -5.684
C: -3.744 1.688 -4.321
H: -4.660 2.955 -1.312
H: -2.607 3.303 0.956
H: -1.639 4.938 2.504
H: -0.851 7.123 1.665
H: -1.120 7.687 -0.725
H: -2.096 6.063 -2.283
H: -2.529 4.851 -4.349
H: -2.718 4.478 -6.772
H: -3.521 2.308 -7.633
H: -4.193 0.529 -6.052
H: -4.032 0.899 -3.635
C: 3.243 2.861 0.560
C: 2.382 4.126 0.619
C: 1.410 4.206 -0.557
C: 1.634 4.258 1.930
C: 1.816 5.448 2.619
C: 1.204 5.689 3.834
C: 0.432 4.693 4.399
C: 0.219 3.479 3.764
C: -0.546 2.418 4.525
C: 0.373 1.222 4.794
C: -1.848 2.018 3.831
C: 0.779 3.258 2.473
O: 0.503 2.156 1.790
H: 3.989 2.949 -0.228
H: 2.614 1.989 0.353
H: 3.760 2.723 1.510
H: 3.060 4.983 0.553
H: 0.899 5.166 -0.554
H: 0.652 3.417 -0.468
H: 1.950 4.100 -1.496
H: 2.461 6.205 2.199
H: 1.357 6.624 4.348
H: -0.015 4.861 5.368
H: -0.811 2.839 5.500
H: 0.695 0.761 3.860
H: -0.142 0.478 5.398
H: 1.256 1.551 5.338
H: -1.666 1.759 2.789
H: -2.555 2.843 3.864
H: -2.291 1.165 4.340

Atoms 1-3, force components in eV/Å:
V -2.468 -2.801 1.034
C -0.108 -0.033 0.113
C -0.463 -0.502 0.939

Mulliken population analysis, charges in e, atoms 1 to 8: 0.291 -0.227 -0.458 -0.565 -1.462 1.161 -0.922 -0.518

---

Entry 3:
This record from the Open Molecules 2025 dataset describes C48H54B2F4N6O4P2S2SeW as an isolated structure. The level of theory is ωB97M-V/def2-TZVPD.

Summary:
- E_HOMO (alpha / beta): -12.5 / -13.2 eV
- Charge: +2
- Spin multiplicity: 3
- HOMO-LUMO gap (alpha / beta): 5.424 / 6.088 eV

CARTESIAN COORDINATES (ANGSTROEM)
W: -1.590 0.472 -1.960
C: 2.403 1.871 -3.274
C: 1.024 1.815 -2.729
N: 0.283 0.712 -2.620
O: 0.781 -0.578 -2.652
B: 0.629 -1.264 -4.053
F: 1.191 -0.451 -4.980
F: 1.172 -2.480 -3.932
O: -0.856 -1.334 -4.231
N: -1.477 -0.124 -3.999
C: -2.089 0.520 -4.966
C: -2.095 0.079 -6.382
C: -2.851 1.638 -4.452
N: -2.793 1.725 -3.138
O: -3.571 2.663 -2.515
B: -2.791 3.881 -2.050
F: -3.591 4.729 -1.411
F: -2.138 4.386 -3.151
O: -1.733 3.375 -1.081
N: -0.886 2.473 -1.681
C: 0.265 2.909 -2.210
C: 0.717 4.322 -2.197
C: -3.689 2.536 -5.281
H: 2.771 0.863 -3.441
H: 3.081 2.398 -2.606
H: 2.409 2.392 -4.231
H: -1.786 -0.965 -6.431
H: -1.390 0.670 -6.970
H: -3.082 0.187 -6.824
H: 0.166 4.889 -2.950
H: 1.778 4.391 -2.411
H: 0.479 4.781 -1.236
H: -3.455 2.461 -6.336
H: -3.561 3.566 -4.947
H: -4.746 2.306 -5.129
S: -3.597 -1.196 -2.588
P: -2.566 -1.828 -0.958
C: -0.613 0.132 -0.030
P: -1.817 0.825 1.092
S: -3.372 1.093 -0.189
C: -2.415 -0.299 2.394
C: -3.778 -0.284 2.679
C: -4.275 -1.047 3.718
C: -3.410 -1.818 4.480
C: -2.055 -1.845 4.185
C: -1.551 -1.092 3.138
C: -1.496 2.426 1.911
C: -0.482 3.279 1.500
C: -0.362 4.531 2.077
C: -1.268 4.938 3.043
C: -2.292 4.091 3.439
C: -2.411 2.832 2.878
C: -3.800 -2.426 0.258
C: -5.121 -1.989 0.220
C: -6.039 -2.524 1.107
C: -5.646 -3.486 2.024
C: -4.326 -3.907 2.070
C: -3.396 -3.366 1.203
C: -1.645 -3.360 -1.352
C: -2.311 -4.556 -1.600
C: -1.573 -5.693 -1.867
C: -0.186 -5.646 -1.872
C: 0.473 -4.453 -1.626
C: -0.257 -3.308 -1.367
H: -4.437 0.322 2.074
H: -5.332 -1.032 3.928
H: -3.790 -2.398 5.306
H: -1.386 -2.450 4.778
H: -0.496 -1.116 2.898
H: 0.202 2.978 0.719
H: 0.428 5.195 1.759
H: -1.185 5.923 3.475
H: -3.010 4.415 4.177
H: -3.213 2.173 3.176
H: -5.431 -1.255 -0.507
H: -7.068 -2.202 1.080
H: -6.366 -3.912 2.706
H: -4.024 -4.665 2.775
H: -2.364 -3.685 1.244
H: -3.391 -4.580 -1.584
H: -2.084 -6.619 -2.077
H: 0.380 -6.540 -2.075
H: 1.549 -4.411 -1.656
H: 0.239 -2.360 -1.190
C: 4.229 -1.137 -1.565
C: 4.804 -1.785 -0.312
C: 3.907 -2.853 0.312
C: 2.547 -2.358 0.823
N: 2.658 -1.289 1.792
C: 2.200 -0.034 1.631
Se: 1.210 0.555 -0.006
N: 2.682 0.753 2.608
C: 2.459 2.175 2.746
C: 3.061 3.004 1.607
C: 4.586 3.023 1.525
C: 5.175 1.729 0.972
C: 3.434 -0.024 3.464
C: 4.150 0.275 4.621
C: 4.787 -0.767 5.258
C: 4.703 -2.080 4.781
C: 4.008 -2.390 3.632
C: 3.395 -1.338 2.955
H: 4.983 -0.504 -2.027
H: 3.363 -0.514 -1.330
H: 3.926 -1.891 -2.288
H: 5.038 -1.019 0.429
H: 5.745 -2.270 -0.578
H: 4.458 -3.327 1.122
H: 3.699 -3.619 -0.436
H: 2.001 -3.194 1.269
H: 1.977 -1.968 -0.022
H: 2.893 2.492 3.696
H: 1.377 2.346 2.781
H: 2.703 4.024 1.743
H: 2.675 2.633 0.650
H: 5.015 3.241 2.504
H: 4.867 3.843 0.861
H: 5.214 0.950 1.731
H: 6.190 1.898 0.623
H: 4.578 1.372 0.130
H: 4.208 1.277 5.013
H: 5.355 -0.570 6.154
H: 5.196 -2.868 5.329
H: 3.936 -3.409 3.287

Atoms 1-3, force components in eV/Å:
W -3.919 -0.946 1.340
C -0.096 -0.417 0.172
C -0.712 -2.785 -0.496

Mulliken population analysis, charges in e, atoms 1 to 8: -0.203 -1.709 0.073 -0.123 0.575 0.744 -0.310 -0.256

---

Table of E_tot (eV), in record order: -123197.67491 -166846.13881 -187418.68742
Table of largest force on an atom (eV/A), in record order: 1.974 4.394 4.248